P.
The following is a DFT calculation (ωB97M-V with the def2-TZVPD basis set) of C9H10 as an isolated structure.

* Kohn-Sham gap (spin up / spin down): 5.9673 / 5.9670 eV
* LUMO energy (spin up / spin down): -1.74 / -1.75 eV

Cartesian coordinates (Å):
C: 0.27525 0.49718 -0.77942
C: 1.28172 0.24952 0.00126
C: 0.99529 -0.92592 0.99492
C: -0.79994 -1.73233 -0.59655
C: -1.01369 -0.20096 -0.45802
C: -2.09624 0.25465 0.15573
C: -0.35039 -1.55408 0.87884
C: 2.72785 0.59178 -0.29712
C: -2.73918 1.53679 0.19553
H: 1.80349 -1.74870 0.88303
H: 1.29781 -0.47067 2.00455
H: -1.69871 -2.20303 -0.75672
H: -0.01867 -2.14088 -1.42235
H: 3.45760 -0.13997 -0.47081
H: 2.89752 1.29121 0.46896
H: 2.67975 1.24527 -1.22826
H: -3.55010 1.37837 -0.58546
H: -2.05105 2.27109 -0.15325
H: -3.09832 1.80069 1.16514

Atomic partial charges in e from the Mulliken method, atoms 1 to 8: atom 1 (C): -0.98, atom 2 (C): 0.58, atom 3 (C): -0.33, atom 4 (C): -0.41, atom 5 (C): 0.70, atom 6 (C): 0.25, atom 7 (C): -0.51, atom 8 (C): -1.45



Q.
The following is a DFT calculation (ωB97M-V with the def2-TZVPD basis set) of C9H10 as an isolated structure.

* Kohn-Sham gap (spin up / spin down): 6.7931 / 7.0806 eV
* LUMO energy (spin up / spin down): -0.67 / -0.49 eV

Cartesian coordinates (Å):
C: -0.57526 -0.99432 -0.38208
C: -0.69066 0.23434 -0.87821
C: 0.21351 1.34435 -0.29026
C: 1.90065 -0.36371 -0.63365
C: 0.87185 -1.16333 0.07084
C: 0.85964 -0.77731 1.33777
C: 1.44130 0.74844 0.19709
C: -1.83958 0.63617 -1.75570
C: 0.06447 -1.10879 2.47464
H: 0.48686 1.98056 -1.13190
H: -0.47794 1.85108 0.58182
H: 2.93081 -0.70053 -0.34217
H: 1.83708 -0.34204 -1.73059
H: -2.55006 1.28623 -1.17828
H: -2.57246 -0.24438 -1.89267
H: -1.53471 0.97041 -2.76228
H: -0.90205 -1.42947 2.14028
H: -0.11160 -0.10164 3.12522
H: 0.64814 -1.82606 3.05013

Atomic partial charges in e from the Mulliken method, atoms 1 to 8: atom 1 (C): -1.08, atom 2 (C): 0.65, atom 3 (C): -0.18, atom 4 (C): -0.36, atom 5 (C): 0.88, atom 6 (C): 0.15, atom 7 (C): -0.71, atom 8 (C): -1.34



Energies relative to the most stable structure, in hartree: P 0.0526; Q 0.0000.



P.
The following is a DFT calculation (ωB97M-V with the def2-TZVPD basis set) of a 3-piece molecular cluster, C2H9OS overall.

* Kohn-Sham gap: 9.6193 eV
* charge: +1
* LUMO energy: -6.02 eV

Cartesian coordinates (Å):
O: 1.64045 -0.23571 2.68402
H: 1.33625 -1.04612 3.10908
H: -2.96540 2.67767 -1.46731
H: 2.48245 -0.02247 3.10757
C: -0.60670 -1.20936 -0.83567
C: 0.25014 -0.01215 -0.66149
S: 1.75901 -0.22368 -0.16287
H: -1.40681 -1.18614 -0.09419
H: -0.11682 -2.15515 -0.69406
H: -1.06670 -1.20892 -1.82082
H: -3.21519 2.65327 -2.16462
H: -0.27548 0.91812 -0.85628
H: 2.18480 1.05065 -0.14336

Atomic partial charges in e from the Mulliken method, atoms 1 to 8: atom 1 (O): -0.61, atom 2 (H): 0.33, atom 3 (H): -0.07, atom 4 (H): 0.33, atom 5 (C): -1.08, atom 6 (C): 0.31, atom 7 (S): 0.05, atom 8 (H): 0.33



Q.
The following is a DFT calculation (ωB97M-V with the def2-TZVPD basis set) of a 2-piece molecular cluster, C2H9OS overall.

* Kohn-Sham gap: 11.8733 eV
* charge: +1
* LUMO energy: -3.39 eV

Cartesian coordinates (Å):
O: 1.83984 -1.31779 -0.71470
H: 2.53387 -1.17384 -1.26980
H: 2.08365 -1.91760 0.03340
H: 0.58490 -0.23111 -1.29220
C: 0.51091 0.80180 1.05796
S: -0.29380 0.68204 -0.54843
C: -2.04139 0.23280 -0.44976
H: -0.26205 1.27263 1.76796
H: 1.47715 1.42959 1.15481
H: 0.61241 -0.22955 1.50187
H: -2.27527 -0.35537 -1.38729
H: -2.10006 -0.34165 0.50124
H: -2.67017 1.14803 -0.35507

Atomic partial charges in e from the Mulliken method, atoms 1 to 8: atom 1 (O): -0.61, atom 2 (H): 0.31, atom 3 (H): 0.32, atom 4 (H): 0.35, atom 5 (C): -0.76, atom 6 (S): 0.13, atom 7 (C): -0.71, atom 8 (H): 0.35



Energies relative to the most stable structure, in hartree: P 0.0246; Q 0.0000.



P.
The following is a DFT calculation (ωB97M-V with the def2-TZVPD basis set) of C5H10FN as an isolated structure.

* Kohn-Sham gap: 10.2887 eV
* LUMO energy: 1.04 eV

Cartesian coordinates (Å):
C: -0.37623 -1.75677 0.34881
C: -0.39384 -0.26884 -0.03707
C: 0.21428 0.66929 1.07526
C: 1.02696 1.53890 0.03229
C: 0.78410 0.30099 -0.86022
H: 0.47400 -2.10535 0.96626
H: -0.45444 -2.28401 -0.63434
H: -1.34356 -2.03524 0.88112
H: -1.77194 0.91647 -1.03276
H: -2.01453 -0.68162 -1.17057
H: 0.85605 0.08358 1.78336
H: -0.58511 1.21474 1.65866
H: 0.56072 2.47942 -0.15408
H: 1.70939 -0.24940 -0.66446
H: 0.70012 0.46544 -1.96773
N: -1.73401 0.03200 -0.53089
F: 2.34802 1.68039 0.30636

Atomic partial charges in e from the Mulliken method, atoms 1 to 8: atom 1 (C): -1.58, atom 2 (C): 1.33, atom 3 (C): -1.04, atom 4 (C): 0.11, atom 5 (C): -1.08, atom 6 (H): 0.36, atom 7 (H): 0.35, atom 8 (H): 0.39



Q.
The following is a DFT calculation (ωB97M-V with the def2-TZVPD basis set) of one molecule with the formula C5H10FN.

* Kohn-Sham gap: 10.4468 eV
* SMILES: C[C@H]1N(F)C1(C)C
* LUMO energy: 1.03 eV

Cartesian coordinates (Å):
C: 0.06764 -2.12541 -0.05548
C: -0.70266 -0.85936 -0.43329
N: -1.52933 -0.44645 0.68890
F: -2.80376 0.06868 0.37173
C: -0.33854 0.50362 0.07910
C: -0.66028 1.70750 -0.75839
C: 0.78332 0.66296 1.09270
H: -0.51640 -2.99869 0.14435
H: 0.55389 -2.02113 0.79806
H: 0.81051 -2.37907 -0.79159
H: -1.26258 -1.12612 -1.30515
H: -1.12877 2.48794 -0.23096
H: -1.43451 1.46006 -1.53690
H: 0.22848 2.08379 -1.21212
H: 1.03428 1.66421 1.08851
H: 1.56892 -0.03129 0.81140
H: 0.55060 0.28249 2.02854

Atomic partial charges in e from the Mulliken method, atoms 1 to 8: atom 1 (C): -1.69, atom 2 (C): 0.19, atom 3 (N): -0.36, atom 4 (F): -0.22, atom 5 (C): 1.25, atom 6 (C): -1.49, atom 7 (C): -1.77, atom 8 (H): 0.40



Energies relative to the most stable structure, in hartree: P 0.0000; Q 0.0923.



P.
The following is a DFT calculation (ωB97M-V with the def2-TZVPD basis set) of a 2-piece molecular cluster, C3H11N overall.

* Kohn-Sham gap: 11.2285 eV
* SMILES: CCC.N
* LUMO energy: 0.96 eV

Cartesian coordinates (Å):
C: -0.12300 -0.42724 0.37241
C: 0.42052 -1.11167 1.63931
C: 1.02335 -2.48670 1.34134
H: -1.08886 0.04641 0.59698
H: -0.35773 -1.13428 -0.42039
H: 0.55603 0.33669 0.01348
H: -0.42406 -1.25997 2.30981
H: 1.21052 -0.51461 2.09136
H: 1.33909 -3.07443 2.19724
H: 0.39367 -3.08128 0.68346
H: 1.90481 -2.34137 0.70408
N: -1.47967 3.81081 -3.01181
H: -1.45913 4.10503 -2.03700
H: -1.21315 2.83181 -3.03680
H: -0.70240 4.30078 -3.44346

Atomic partial charges in e from the Mulliken method, atoms 1 to 8: atom 1 (C): -1.02, atom 2 (C): -0.11, atom 3 (C): -1.21, atom 4 (H): 0.29, atom 5 (H): 0.30, atom 6 (H): 0.27, atom 7 (H): 0.25, atom 8 (H): 0.25



Q.
The following is a DFT calculation (ωB97M-V with the def2-TZVPD basis set) of a 2-piece molecular cluster, C3H11N overall.

* Kohn-Sham gap: 10.5959 eV
* SMILES: CC.CN
* LUMO energy: 1.24 eV

Cartesian coordinates (Å):
C: -2.00250 1.29810 4.37166
C: -2.53857 2.70653 3.93609
H: -2.96109 0.79300 4.47270
H: -1.27466 1.41560 5.16189
H: -1.55339 0.76952 3.53067
H: -3.55932 2.56777 3.59042
H: -2.60872 3.40424 4.76980
H: -1.89428 3.14032 3.17411
C: 2.71506 -1.77954 -4.35438
N: 2.55355 -2.80694 -5.46765
H: 3.59641 -1.28474 -4.68214
H: 3.05039 -2.30069 -3.46174
H: 1.79516 -1.21729 -4.40442
H: 3.09768 -3.60828 -5.17245
H: 1.58428 -3.09758 -5.46455

Atomic partial charges in e from the Mulliken method, atoms 1 to 8: atom 1 (C): -0.74, atom 2 (C): -0.79, atom 3 (H): 0.22, atom 4 (H): 0.29, atom 5 (H): 0.25, atom 6 (H): 0.26, atom 7 (H): 0.26, atom 8 (H): 0.25



Energies relative to the most stable structure, in hartree: P 0.0000; Q 0.0361.